Record 1
24
Properties=species:S:1:pos:R:3:forces:R:3:nbo_charge:R:1 method="wB97M-V/def2-TZVPD" homo_ha=-0.3360 charge=0 orbital_gap_ev=9.95 e_tot_ha=-555.641152
C 1.2598 -2.3089 -0.1329 -0.3268 -0.4469 -0.1429 0.23
C -0.1949 2.4930 -1.7827 0.0337 -1.7592 1.1581 -0.23
C 1.1086 2.0696 -1.7013 2.9496 -0.5940 -0.1037 -0.20
C -1.2464 1.7278 -1.2419 0.8699 -0.8480 -1.0303 -0.18
C 1.4520 0.8573 -1.0561 0.3287 -0.4607 -0.6520 -0.26
C -0.8849 0.4450 -0.7234 -2.3095 2.8654 -0.8277 -0.07
C 0.4012 0.0864 -0.6525 0.1768 -3.0457 2.4235 0.02
C -1.8492 -0.4513 -0.0846 -0.7375 -0.5566 2.7323 -0.42
C -1.2416 -1.8547 -0.0194 0.0452 -0.3265 0.1752 -0.41
C 0.1907 -1.5575 0.4084 0.3831 3.1978 -2.1771 0.22
C 1.6577 -0.9362 2.2659 -0.6918 -1.0339 -2.7926 -0.27
N 2.1111 -2.8369 -0.6724 1.3382 -0.8394 -0.5946 -0.31
O 0.2903 -1.2656 1.7233 0.3326 1.0892 1.5964 -0.54
H -0.1727 3.3927 -2.2851 -1.4535 1.9734 -0.9481 0.22
H 1.9268 2.6908 -2.2255 -1.3647 -1.0386 1.0868 0.22
H -2.2936 1.9876 -1.4346 0.4144 0.0414 0.4394 0.22
H 2.4137 0.3322 -0.9614 0.0739 1.0518 -0.3500 0.23
H -1.8865 -0.1552 0.9906 -0.1576 0.1705 -0.5193 0.22
H -2.8690 -0.3719 -0.4019 -0.4921 -0.1864 -0.6185 0.22
H -1.7062 -2.6464 0.6265 0.2114 1.1834 -0.1439 0.24
H -1.3115 -2.2583 -1.0127 0.6152 -0.3554 -0.5846 0.23
H 2.2320 -0.3547 1.4305 -0.9505 -0.8900 1.7124 0.20
H 2.0310 -2.0050 2.3056 0.5482 1.6727 0.8417 0.21
H 1.5194 -0.3289 3.1864 0.1631 -0.8642 -0.6803 0.22

---

Record 2
11
Properties=species:S:1:pos:R:3:forces:R:3:nbo_charge:R:1 method="wB97M-V/def2-TZVPD" homo_ha=-0.4966 charge=+1 orbital_gap_ev=9.59 e_tot_ha=-217.039314
Rb -15.3224 10.8070 10.0723 0.3200 -0.0141 -0.0037 1.00
C -11.7976 13.6073 11.5298 -0.7189 0.2174 -1.2373 -0.72
C -12.1625 12.9467 10.2131 0.2029 0.4069 0.0795 0.63
O -12.5372 11.7887 10.1454 -0.4785 0.0315 0.0474 -0.65
C -12.0946 13.8348 8.9894 0.3658 0.0540 0.1582 -0.73
H -10.9454 14.2785 11.4399 0.2902 -0.3381 0.0626 0.25
H -11.7537 12.8858 12.3333 0.0665 0.1327 0.2114 0.24
H -12.6353 14.3199 11.6009 0.0097 -0.1846 0.6457 0.24
H -12.0960 14.8947 9.2416 0.0304 -0.0526 0.1042 0.23
H -12.8717 13.6566 8.2501 -0.0149 -0.3061 0.0687 0.23
H -11.1233 13.6160 8.5341 -0.0732 0.0529 -0.1366 0.26

---

Record 3
14
Properties=species:S:1:pos:R:3:forces:R:3:nbo_charge:R:1 method="wB97M-V/def2-TZVPD" homo_ha=-0.5566 charge=+1 orbital_gap_ev=11.65 e_tot_ha=-323.999841
C 2.1692 0.3245 -0.3104 2.8697 0.6002 -0.4655 0.22
C 0.4743 -0.1967 0.4872 0.9704 -0.8075 1.5841 0.51
C -1.9257 0.3295 0.1105 -0.1336 0.4773 1.2856 -0.45
N -0.8321 -0.6656 -0.1846 1.6850 3.3527 -2.8075 -0.55
O 1.5571 -0.9373 0.0382 0.0796 0.2176 -0.4662 -0.51
O 0.9529 1.0287 0.0173 -0.4794 -0.5659 0.1461 -0.50
H 3.1164 0.5912 0.4011 -2.5094 -0.5811 -1.5676 0.21
H 2.4898 0.4251 -1.4252 -0.7208 -0.2491 1.9523 0.20
H 0.4062 -0.2986 1.6271 -0.7363 0.3835 -1.4956 0.20
H -2.5008 -0.0228 0.9276 -0.1728 -0.4768 1.1541 0.24
H -1.6598 1.4026 0.3532 0.7355 -1.5572 -0.5471 0.28
H -2.6401 0.3476 -0.6459 -0.7861 -0.0168 -1.8101 0.25
H -0.6468 -0.6868 -1.2395 0.1100 1.0169 1.3390 0.45
H -0.9606 -1.6413 -0.1564 -0.9117 -1.7938 1.6984 0.45

---

Record 4
58
Properties=species:S:1:pos:R:3:forces:R:3:mulliken_spin:R:1 method="wB97M-V/def2-TZVPD" homo_ha="-0.4469 / -0.4492" charge=+2 orbital_gap_ev="3.82 / 3.75" multiplicity=2 e_tot_ha=-3713.955233
Ir 1.2669 -0.4088 -1.1713 1.2744 -1.6688 1.2492 -0.05
C 2.4862 -0.8246 1.9469 -0.1516 0.0380 -0.2039 0.00
C 3.4435 0.2760 1.5272 -0.1304 0.1087 -0.2293 0.00
S 2.8639 1.2639 0.0818 -1.0822 -1.2793 -0.1683 0.03
C 4.3445 1.2649 -0.9946 -0.4115 -0.2206 -0.0243 0.00
C 4.8988 -0.0825 -1.4124 -0.1701 -0.1715 -0.0996 0.00
S 3.6554 -1.1709 -2.2193 -1.3979 0.8541 0.9919 -0.03
C 3.9036 -2.7482 -1.3189 -0.2762 0.2484 0.0020 0.00
C 3.6865 -2.7088 0.1822 -0.3142 0.1339 0.0729 0.00
S 2.0259 -2.0792 0.6890 0.1390 1.1098 -1.5150 -0.07
H 2.8983 -1.3722 2.7966 -0.0691 -0.0176 0.0148 0.00
H 1.5252 -0.3989 2.2374 -0.0981 -0.0131 0.1195 0.00
H 3.5220 0.9816 2.3544 0.0040 0.0219 0.0259 0.00
H 4.4435 -0.0908 1.3090 0.0203 -0.0030 0.0102 0.00
H 4.0210 1.8386 -1.8624 0.0592 0.1094 -0.0078 0.00
H 5.1159 1.8327 -0.4732 -0.0394 0.0877 -0.0041 0.00
H 5.6887 0.0716 -2.1489 0.0010 -0.0206 0.0185 0.00
H 5.3295 -0.6260 -0.5751 0.0138 -0.0224 0.0001 0.00
H 3.2076 -3.4423 -1.7910 0.0399 0.0021 -0.0915 0.00
H 4.9204 -3.0811 -1.5345 -0.0322 0.0010 -0.0805 0.00
H 3.7628 -3.7271 0.5684 -0.0259 0.0537 0.0306 0.00
H 4.4329 -2.1042 0.6923 0.0079 -0.0399 -0.0069 0.00
O -0.0801 1.4407 -0.8915 1.4224 0.2364 -1.5684 0.08
N -1.0840 0.8251 -0.4505 -1.4958 1.9912 0.4612 -0.01
O -2.0742 1.3937 -0.1138 0.2488 -0.3992 -0.1779 0.01
O -0.9494 -0.4120 -0.3681 2.3068 -2.2012 -0.3661 0.06
S -3.3326 6.2884 4.1061 0.3871 -0.4187 -0.3630 0.43
C -2.5982 4.8907 3.6064 -0.0353 1.7754 0.3981 -0.12
S -0.9247 4.7920 3.1618 -0.5372 -1.0123 -0.0047 -0.04
C -1.1850 3.0517 2.8134 1.7769 1.4910 -0.0594 0.00
N -2.4178 2.6974 3.0214 -1.3478 -1.4147 -0.0161 0.19
N -3.1894 3.6635 3.4452 0.7269 0.2606 -0.0040 0.18
C -4.5502 3.3945 3.6604 -1.2646 -0.4035 0.1445 0.01
C -5.2367 3.9451 4.7444 0.3477 -0.1576 0.0195 0.04
C -6.5789 3.6602 4.9071 -0.0948 -0.1970 -0.1613 -0.02
C -7.2358 2.8411 3.9956 0.1642 0.0703 0.0636 0.04
C -6.5392 2.2784 2.9321 -0.0930 0.0562 0.0976 -0.02
C -5.1951 2.5390 2.7630 0.2064 0.3725 0.1128 0.04
S 0.0640 2.0755 2.3292 0.2942 -0.3793 -0.1073 0.27
H -4.7154 4.5500 5.4731 -0.0902 -0.0974 -0.0638 -0.01
H -7.1061 4.0599 5.7602 -0.0433 0.0555 0.0090 0.00
H -8.2872 2.6348 4.1213 -0.0912 -0.0340 0.0079 0.00
H -7.0494 1.6431 2.2258 -0.0598 -0.0737 -0.0573 0.00
H -4.6435 2.1346 1.9283 0.0342 -0.0795 -0.0265 0.00
C -0.0144 -4.7297 -5.8699 -0.0976 -0.1345 -0.1560 0.00
C 0.1627 -3.7146 -4.8000 0.0359 0.2176 0.2442 0.00
C -0.1664 -3.9721 -3.4693 0.1527 0.2174 -0.0306 0.00
C 0.0734 -3.0164 -2.5004 -0.2278 -0.4903 0.2528 0.00
N 0.6236 -1.8368 -2.7836 -0.0952 1.2482 1.5358 -0.01
C 0.8847 -1.5462 -4.0597 0.1812 0.3122 -0.5396 0.00
C 0.6681 -2.4435 -5.0838 -0.0139 -0.0791 0.3093 0.00
H -0.3168 -5.6916 -5.4673 -0.0232 -0.0433 0.0096 0.00
H 0.9083 -4.8601 -6.4338 0.0456 0.0057 -0.0094 0.00
H -0.7739 -4.3988 -6.5780 -0.0540 0.0105 -0.0391 0.00
H -0.5982 -4.9173 -3.1834 -0.0556 -0.1035 0.0693 0.00
H -0.1793 -3.1985 -1.4647 -0.0177 -0.0068 0.0274 0.00
H 1.2897 -0.5636 -4.2637 -0.0112 0.0060 -0.0003 0.00
H 0.9043 -2.1616 -6.0968 0.0570 0.0872 -0.1163 0.00

---

Record 5
76
Properties=species:S:1:pos:R:3:forces:R:3:mulliken_charge:R:1 method="wB97M-V/def2-TZVPD" homo_ha=-0.0469 charge=-2 orbital_gap_ev=5.54 e_tot_ha=-3051.722746
Tl 3.4973 1.4285 -0.1493 0.1700 0.3177 -0.3110 0.68
N 1.1232 3.3855 2.9539 -0.3675 0.0145 0.0692 -0.60
C 2.2961 2.8031 2.4938 0.5739 0.1212 0.3114 0.35
S 3.3959 3.8595 1.7120 0.3504 0.2710 -0.4330 -0.58
N 2.4723 1.5683 2.8369 -0.9972 -0.4439 0.7334 -0.85
N 3.4730 0.8474 2.2702 0.4917 -0.0960 -0.0049 0.51
C 3.8956 -0.1656 2.9395 -0.5683 0.7762 0.0615 -1.00
C 4.8026 -1.1741 2.4657 0.4211 -0.2748 -0.2709 0.96
C 4.9423 -2.2969 3.2796 -0.0090 0.0360 -0.0293 -0.57
C 5.7575 -3.3588 2.9531 -0.0100 -0.3261 0.3313 -0.66
C 6.5046 -3.2877 1.7827 0.1388 -0.0743 -0.0904 -0.39
C 6.3989 -2.2004 0.9503 0.2182 -0.2381 -0.0434 -0.60
C 5.5287 -1.1035 1.2208 0.0276 0.0881 -0.1016 0.57
O 5.4313 -0.1594 0.3740 0.0484 0.1168 0.1090 -0.88
H 0.8822 4.1962 2.4016 -0.0142 -0.0843 0.1048 0.25
H 0.3743 2.7113 3.0504 0.0072 0.0078 -0.0242 0.29
H 3.5058 -0.3218 3.9574 -0.0616 0.1309 -0.2571 0.27
H 4.3702 -2.3341 4.1989 -0.0953 0.0288 0.0773 0.27
H 5.8104 -4.2267 3.5992 0.0556 -0.0091 0.0262 0.36
H 7.1821 -4.1016 1.5393 -0.0154 0.0024 -0.1068 0.33
H 6.9778 -2.1582 0.0324 -0.0637 0.0892 0.0203 0.41
C -1.4439 3.7471 0.0731 -0.2169 -0.1653 0.0982 -1.47
C -2.7062 3.0065 0.5117 -0.2563 0.8788 0.0851 1.98
C -3.0896 3.4303 1.9393 0.1187 -0.2119 -0.3588 -1.83
C -3.8527 3.3345 -0.4573 0.1614 -0.1140 0.1372 -1.56
O -2.5007 1.6234 0.5305 -0.0474 -0.3745 0.2856 -0.32
Si -1.7187 0.6684 -0.5809 0.9778 0.0592 -0.4479 -0.86
S 0.2827 0.8717 -0.9199 -0.4259 0.1136 0.4378 -0.18
O -2.1021 -0.8369 -0.0436 0.1239 -0.2376 0.1214 0.41
C -3.3102 -1.5211 0.1079 -0.5703 -0.5284 0.0467 1.78
C -3.2845 -2.7221 -0.8527 0.0220 0.3003 0.2090 -1.69
C -3.3999 -2.0354 1.5526 0.1227 0.1587 -0.3514 -1.74
C -4.5412 -0.6613 -0.1941 0.1563 -0.1003 -0.0033 -1.33
O -2.6282 0.9310 -1.9696 -0.2736 -0.0595 0.4402 0.41
C -2.2581 0.8661 -3.3147 0.0782 0.0434 -0.9651 1.60
C -1.3715 -0.3442 -3.6244 -0.1459 0.1789 0.1381 -1.28
C -1.5024 2.1429 -3.7117 -0.1307 -0.2623 0.1506 -1.59
C -3.5724 0.7553 -4.1103 0.3621 0.0466 0.2649 -1.90
H -1.5808 4.8254 0.1371 -0.0539 0.1397 0.0167 0.54
H -1.2018 3.4688 -0.9479 0.1448 0.0673 -0.1560 0.19
H -0.6090 3.4422 0.6950 0.1972 -0.0077 0.0250 0.16
H -3.2831 4.5012 1.9788 -0.0101 0.1167 0.0265 0.39
H -2.2830 3.1835 2.6250 0.1303 0.0208 0.0883 0.29
H -3.9817 2.8963 2.2624 -0.1150 -0.0703 0.0009 0.39
H -3.9069 4.4043 -0.6520 -0.0409 0.1479 0.0166 0.41
H -4.8069 2.9948 -0.0566 -0.1259 -0.0533 0.0654 0.34
H -3.6629 2.7978 -1.3819 -0.0747 0.1013 -0.1410 0.12
H -2.4236 -3.3446 -0.6241 0.1215 -0.1087 -0.0027 0.29
H -3.1910 -2.3625 -1.8746 0.0015 0.0193 -0.1265 0.23
H -4.1965 -3.3125 -0.7642 -0.0816 -0.0815 0.0085 0.42
H -2.4834 -2.5583 1.8098 0.1233 -0.1363 0.0143 0.24
H -4.2523 -2.7063 1.6620 -0.0759 -0.0481 0.0773 0.42
H -3.5068 -1.1954 2.2319 -0.0451 0.1563 0.1439 0.34
H -4.4925 -0.2926 -1.2155 -0.0848 0.0429 -0.0506 0.10
H -4.5539 0.1938 0.4760 -0.0914 0.1118 0.0519 0.20
H -5.4495 -1.2520 -0.0603 -0.0481 -0.0241 0.0392 0.52
H -0.4739 -0.2797 -3.0124 0.0759 -0.0940 -0.0696 0.15
H -1.1004 -0.3469 -4.6789 0.0078 -0.0442 -0.1634 0.51
H -1.8937 -1.2671 -3.3819 -0.0821 -0.1585 -0.0097 0.21
H -0.5680 2.1651 -3.1541 0.0784 0.0941 0.0128 0.19
H -2.0912 3.0225 -3.4556 -0.0952 0.1154 -0.0019 0.29
H -1.2926 2.1470 -4.7805 0.0220 0.0283 -0.1434 0.55
H -4.0748 -0.1745 -3.8509 -0.0899 -0.1235 0.0231 0.35
H -3.3746 0.7649 -5.1799 0.0036 -0.0006 -0.1689 0.41
H -4.2305 1.5840 -3.8568 -0.0777 0.1300 0.0096 0.35
I 0.8323 -1.6404 2.1371 0.0256 0.0186 -0.0170 -0.01
C 2.2220 -2.1965 0.6639 -0.2889 -0.2222 0.2413 -0.08
C 2.5428 -3.5464 0.5672 0.1474 -0.1640 0.0142 -0.66
C 3.4250 -3.9249 -0.4263 -0.1285 0.1282 0.0078 -0.24
C 3.8955 -2.9565 -1.3001 -0.0389 0.0807 -0.0742 -0.82
C 3.4940 -1.6444 -1.1134 0.1587 -0.4129 -0.2658 -0.33
N 2.6895 -1.2709 -0.1307 -0.2350 -0.0045 0.1689 0.36
H 2.1273 -4.2651 1.2589 0.0077 0.0560 0.0280 0.42
H 3.7284 -4.9592 -0.5227 0.0212 -0.0342 -0.0036 0.37
H 4.5623 -3.2099 -2.1092 0.1043 -0.0003 -0.0731 0.43
H 3.8233 -0.8530 -1.7712 0.1555 0.0338 -0.0731 0.39

---

Computed relative energy (zero: lowest compared OMol25 entry of this formula, charge and spin) (eV) in order:
3.202, 0.159, 3.468, 5.174, 0.148